(1)
C34H54BrN2OPPtSi | ωB97M-V with the def2-TZVPD basis set

Each line ends with the Mulliken charge.
Cartesian coordinates (Å):
Pt  0.862  0.143  0.197  3.573
N  0.724  -0.277  2.224  -0.730
C  1.308  1.020  2.760  -0.755
C  0.576  2.242  2.168  0.597
C  1.344  3.189  1.214  -1.160
C  1.976  2.690  -0.095  -0.613
N  1.110  1.885  -1.004  -0.857
H  -0.245  -0.391  2.515  -0.112
H  1.238  -1.085  2.569  0.287
H  2.356  1.005  2.464  0.387
H  1.262  1.013  3.849  0.567
H  0.189  2.856  2.982  0.539
H  -0.306  1.891  1.646  -0.962
H  2.170  3.660  1.753  0.468
H  0.648  4.002  0.985  0.448
H  2.841  2.073  0.122  -0.001
H  2.338  3.575  -0.626  0.591
H  1.529  1.818  -1.929  0.089
H  0.194  2.312  -1.129  0.323
O  2.867  -0.002  0.482  -1.131
P  3.697  -0.877  -0.498  0.712
C  3.212  -0.523  -2.186  0.561
C  2.045  -1.072  -2.722  -0.217
C  1.578  -0.628  -3.946  -0.954
C  2.268  0.363  -4.639  -0.620
C  3.439  0.897  -4.119  -0.818
C  3.915  0.455  -2.891  -0.658
C  3.481  -2.612  -0.174  0.581
C  3.369  -3.015  1.159  -0.533
C  3.265  -4.361  1.464  -0.943
C  3.280  -5.305  0.444  -0.519
C  3.404  -4.908  -0.880  -0.893
C  3.506  -3.561  -1.195  -0.070
C  5.408  -0.443  -0.267  0.270
C  6.409  -1.321  -0.682  -0.517
C  7.738  -0.953  -0.553  -0.775
C  8.068  0.280  -0.007  -0.549
C  7.075  1.151  0.417  -0.776
C  5.742  0.794  0.286  -0.053
H  1.517  -1.861  -2.192  0.560
H  0.680  -1.058  -4.370  0.498
H  1.904  0.703  -5.599  0.441
H  3.990  1.644  -4.674  0.465
H  4.833  0.861  -2.485  0.397
H  3.389  -2.275  1.952  0.594
H  3.187  -4.679  2.495  0.454
H  3.203  -6.356  0.684  0.432
H  3.423  -5.647  -1.669  0.456
H  3.608  -3.255  -2.229  0.497
H  6.151  -2.289  -1.094  0.447
H  8.517  -1.632  -0.872  0.444
H  9.108  0.561  0.096  0.413
H  7.337  2.106  0.852  0.457
H  4.963  1.465  0.625  0.277
C  -6.151  -0.018  -1.110  -1.699
C  -4.645  0.153  -1.404  2.332
C  -4.436  1.425  -2.240  -1.930
C  -4.185  -1.022  -2.283  -1.745
Si  -3.771  0.268  0.288  -1.358
Br  -1.485  -0.221  -0.507  -0.252
C  -3.683  2.009  1.073  2.628
C  -5.119  2.564  1.129  -1.824
C  -3.143  1.993  2.513  -1.796
C  -2.805  2.981  0.260  -1.567
C  -4.043  -1.181  1.493  2.496
C  -2.866  -1.377  2.466  -1.773
C  -4.225  -2.516  0.757  -2.050
C  -5.329  -0.888  2.292  -1.656
H  -6.692  0.013  -2.059  0.563
H  -6.558  0.771  -0.477  0.329
H  -6.370  -0.977  -0.644  0.331
H  -4.935  1.290  -3.202  0.614
H  -3.380  1.609  -2.445  0.273
H  -4.865  2.313  -1.779  0.352
H  -4.835  -1.054  -3.161  0.552
H  -4.254  -1.990  -1.792  0.308
H  -3.165  -0.888  -2.646  0.355
H  -5.789  1.910  1.688  0.381
H  -5.550  2.732  0.144  0.328
H  -5.097  3.528  1.645  0.542
H  -3.790  1.444  3.195  0.382
H  -3.096  3.025  2.872  0.628
H  -2.138  1.582  2.587  -0.009
H  -3.167  3.126  -0.754  0.382
H  -1.772  2.645  0.211  -0.013
H  -2.809  3.956  0.757  0.556
H  -1.972  -1.709  1.935  0.304
H  -3.129  -2.168  3.174  0.576
H  -2.640  -0.486  3.052  0.332
H  -3.358  -2.775  0.146  0.360
H  -5.114  -2.522  0.129  0.365
H  -4.351  -3.307  1.501  0.587
H  -5.244  -0.013  2.936  0.331
H  -5.540  -1.747  2.934  0.537
H  -6.193  -0.746  1.644  0.335

Cartesian forces (eV/Å) of the 6 atoms listed first:
-0.339 0.337 -0.087
0.069 -0.125 0.062
-0.035 -0.242 -0.130
0.272 0.061 -0.022
-0.195 -0.056 0.030
0.219 0.452 0.090

The calculation puts the energy above the lowest of the compared OMol25 structures with the same formula, charge and spin at 0.029 eV. The total charge is +2. The value obtained for the HOMO-LUMO gap is 8.373 eV. The calculation puts the max |F| at 0.0105 hartree/bohr. The HOMO energy comes out at -14.30 eV.

=====

(2)
C53H104NO18S | ωB97M-V with the def2-TZVPD basis set

Each line ends with the Mulliken charge.
Cartesian coordinates (Å):
C  1.109  -2.737  2.731  -1.254
C  -0.177  -2.249  2.157  0.718
O  -0.958  -1.534  2.711  -0.435
O  -0.474  -2.648  0.815  -0.253
C  -0.067  -1.818  -0.148  0.697
O  -0.476  -1.891  -1.282  -0.573
C  0.991  -0.805  0.248  0.296
S  1.292  0.358  -1.088  0.083
C  2.999  0.859  -0.719  -0.783
C  3.194  2.350  -0.928  -1.286
C  2.281  3.148  0.034  0.529
C  2.928  4.435  0.517  -1.152
N  1.996  5.330  1.219  0.312
C  2.683  6.116  2.260  -0.995
C  0.907  4.605  1.834  0.651
C  -0.394  4.574  1.069  -1.322
O  1.021  4.077  2.930  -0.489
H  1.895  -1.986  2.608  0.263
H  1.441  -3.631  2.202  0.422
H  0.952  -2.951  3.783  0.408
H  1.941  -1.323  0.408  0.511
H  0.743  -0.237  1.147  -0.504
H  0.563  1.406  -0.666  0.255
H  3.161  0.629  0.338  0.678
H  3.623  0.213  -1.335  0.608
H  4.235  2.558  -0.675  0.467
H  2.975  2.628  -1.954  0.486
H  2.030  2.506  0.888  -0.145
H  1.359  3.405  -0.494  0.352
H  3.319  4.950  -0.368  0.338
H  3.791  4.213  1.159  0.343
H  3.252  6.906  1.767  0.341
H  1.921  6.556  2.893  0.187
H  3.363  5.496  2.853  0.353
H  -0.328  5.209  0.192  0.257
H  -0.594  3.535  0.797  0.216
H  -1.177  4.940  1.733  0.452
C  1.723  2.486  5.362  -0.124
C  1.695  1.270  4.482  0.756
O  2.568  0.428  4.502  -0.614
C  0.523  1.134  3.543  1.299
H  2.617  2.470  5.982  -0.013
H  1.731  3.384  4.743  -0.011
H  0.840  2.513  6.002  0.115
H  0.504  1.991  2.864  -0.509
H  -0.419  1.092  4.089  0.573
H  0.642  0.216  2.981  -1.557
C  -0.231  8.739  -1.519  -1.008
C  -0.806  7.509  -2.176  0.702
O  -0.719  6.421  -1.647  -0.531
C  -1.487  7.702  -3.504  -1.045
H  0.229  8.468  -0.572  0.198
H  0.519  9.193  -2.169  0.332
H  -1.022  9.470  -1.340  0.339
H  -0.787  8.117  -4.229  0.297
H  -2.323  8.394  -3.403  0.338
H  -1.858  6.749  -3.873  0.301
C  -3.373  4.381  6.301  -1.275
C  -2.154  3.867  7.028  1.115
O  -1.035  4.126  6.649  -0.436
C  -2.400  3.017  8.250  -1.444
H  -3.063  4.976  5.445  0.329
H  -3.983  3.544  5.957  0.423
H  -3.975  4.997  6.969  0.348
H  -2.974  2.129  7.980  0.364
H  -2.965  3.583  8.991  0.372
H  -1.449  2.713  8.681  0.332
C  3.924  -0.553  -4.696  -0.854
C  4.232  0.921  -4.663  0.906
O  4.005  1.602  -3.680  -0.468
C  4.844  1.504  -5.902  -1.299
H  3.487  -0.876  -3.752  0.017
H  3.221  -0.768  -5.502  0.444
H  4.843  -1.114  -4.876  0.289
H  4.176  1.368  -6.753  0.379
H  5.787  0.993  -6.105  0.305
H  5.033  2.566  -5.760  0.309
C  -0.630  8.630  5.686  -1.369
C  -0.522  7.326  4.936  0.620
O  -0.326  7.296  3.741  -0.545
C  -0.666  6.059  5.739  -0.902
H  -0.508  9.461  4.995  0.361
H  -1.606  8.703  6.169  0.341
H  0.143  8.683  6.455  0.335
H  -1.642  6.027  6.225  0.220
H  0.105  6.012  6.509  0.426
H  -0.567  5.198  5.081  0.408
C  5.765  1.229  6.581  -0.963
C  5.818  2.531  7.342  0.862
O  6.188  3.556  6.821  -0.563
C  5.380  2.491  8.787  -1.099
H  6.101  1.393  5.560  0.250
H  6.408  0.488  7.057  0.387
H  4.741  0.850  6.561  0.200
H  6.009  1.800  9.350  0.341
H  4.345  2.153  8.855  0.296
H  5.462  3.485  9.220  0.305
C  -2.849  -4.645  3.502  -0.676
C  -1.681  -5.272  4.222  0.908
O  -0.533  -4.959  3.980  -0.527
C  -2.015  -6.310  5.256  -0.993
H  -2.498  -3.913  2.778  0.052
H  -3.422  -5.416  2.984  0.153
H  -3.505  -4.151  4.219  0.340
H  -2.561  -7.137  4.800  0.108
H  -2.645  -5.873  6.032  0.339
H  -1.099  -6.686  5.707  0.318
C  7.246  -0.414  -2.302  -0.852
C  8.071  -0.055  -3.516  0.845
O  7.683  -0.292  -4.636  -0.547
C  9.398  0.613  -3.261  -1.215
H  6.319  -0.889  -2.619  0.069
H  7.800  -1.103  -1.663  0.454
H  7.016  0.486  -1.729  0.241
H  10.034  -0.037  -2.658  0.346
H  9.248  1.550  -2.723  0.327
H  9.890  0.818  -4.208  0.326
C  2.065  -5.534  -4.050  -1.242
C  1.726  -4.567  -2.946  0.864
O  2.517  -3.727  -2.570  -0.558
C  0.359  -4.672  -2.321  -0.406
H  3.074  -5.345  -4.408  0.319
H  2.000  -6.559  -3.681  0.329
H  1.362  -5.418  -4.876  0.337
H  0.216  -5.656  -1.872  0.368
H  -0.416  -4.504  -3.069  0.346
H  0.289  -3.909  -1.560  -0.334
C  -5.503  -10.568  3.973  -1.189
C  -4.854  -9.206  3.906  0.841
O  -4.743  -8.515  4.895  -0.569
C  -4.356  -8.772  2.554  -0.334
H  -5.818  -10.773  4.993  0.335
H  -6.371  -10.600  3.313  0.335
H  -4.794  -11.332  3.652  0.307
H  -5.182  -8.741  1.842  0.390
H  -3.605  -9.471  2.187  0.230
H  -3.916  -7.779  2.633  -0.257
C  -1.064  -10.624  -0.917  -1.098
C  -2.535  -10.811  -0.634  0.765
O  -3.015  -10.480  0.430  -0.558
C  -3.359  -11.429  -1.726  -0.885
H  -0.578  -10.173  -0.054  0.292
H  -0.600  -11.588  -1.129  0.319
H  -0.931  -9.977  -1.786  0.311
H  -2.985  -12.430  -1.965  0.248
H  -3.312  -10.809  -2.624  0.365
H  -4.394  -11.510  -1.400  0.235
C  -3.082  10.138  -8.083  -0.824
C  -2.621  8.943  -7.293  0.834
O  -2.817  8.842  -6.103  -0.528
C  -1.900  7.864  -8.066  -1.016
H  -3.584  10.839  -7.420  0.283
H  -2.227  10.632  -8.547  0.336
H  -3.776  9.820  -8.862  0.111
H  -1.002  8.274  -8.531  0.330
H  -2.548  7.473  -8.851  0.262
H  -1.620  7.056  -7.393  0.261
C  -3.766  -16.734  -2.994  -1.117
C  -3.804  -15.532  -2.086  0.774
O  -3.401  -14.449  -2.450  -0.540
C  -4.369  -15.738  -0.703  -1.019
H  -3.340  -16.454  -3.954  0.300
H  -3.157  -17.520  -2.545  0.325
H  -4.775  -17.120  -3.146  0.328
H  -3.784  -16.487  -0.168  0.328
H  -5.401  -16.086  -0.770  0.325
H  -4.342  -14.801  -0.152  0.232
C  -5.632  7.372  -12.041  -1.159
C  -5.910  8.326  -10.906  0.828
O  -5.103  9.162  -10.570  -0.565
C  -7.242  8.189  -10.212  -1.107
H  -4.647  7.574  -12.455  0.287
H  -5.669  6.342  -11.682  0.336
H  -6.382  7.493  -12.824  0.372
H  -7.340  7.191  -9.783  0.323
H  -8.053  8.341  -10.926  0.338
H  -7.319  8.930  -9.420  0.300

Cartesian forces (eV/Å) of the 6 atoms listed first:
0.124 -0.559 -0.552
-0.495 0.687 1.192
0.346 -0.690 -0.655
0.332 0.195 0.015
-0.637 -0.009 -1.233
0.241 0.237 1.068

The total charge is +1. The value obtained for the HOMO-LUMO gap is 8.229 eV. The calculation puts the max |F| at 0.0645 hartree/bohr. The HOMO energy comes out at -10.42 eV.

=====

(3)
C5H8N2 | ωB97M-V with the def2-TZVPD basis set

Each line ends with the Mulliken charge.
Cartesian coordinates (Å):
C  -1.961  -0.199  -0.335  -0.001
N  -1.612  -1.302  0.090  -0.621
C  -0.164  -0.875  0.670  0.137
C  1.101  -1.070  -0.322  -0.576
C  1.381  0.526  -0.236  -0.760
C  0.060  0.771  0.589  -0.076
N  -1.299  0.965  -0.116  -0.254
H  -2.898  0.360  -0.959  0.197
H  0.064  -1.491  1.580  0.357
H  0.922  -1.194  -1.507  0.204
H  2.075  -1.669  -0.152  0.311
H  2.187  0.749  0.377  0.272
H  1.833  1.189  -1.136  0.268
H  0.073  1.504  1.472  0.326
H  -1.763  1.736  -0.014  0.216

Cartesian forces (eV/Å) of the 6 atoms listed first:
-3.986 5.286 -2.219
3.542 -0.911 1.036
1.238 -1.489 -0.214
0.757 2.133 -3.375
-0.564 0.300 -1.527
-2.542 -1.316 -0.486

The calculation puts the energy above the lowest of the compared OMol25 structures with the same formula, charge and spin at 4.395 eV. The value obtained for the HOMO-LUMO gap is 9.958 eV. The calculation puts the max |F| at 0.1595 hartree/bohr. The HOMO energy comes out at -8.97 eV.

=====

Copy entry 3 word for word.
C5H8N2 | ωB97M-V with the def2-TZVPD basis set

Each line ends with the Mulliken charge.
Cartesian coordinates (Å):
C  -1.961  -0.199  -0.335  -0.001
N  -1.612  -1.302  0.090  -0.621
C  -0.164  -0.875  0.670  0.137
C  1.101  -1.070  -0.322  -0.576
C  1.381  0.526  -0.236  -0.760
C  0.060  0.771  0.589  -0.076
N  -1.299  0.965  -0.116  -0.254
H  -2.898  0.360  -0.959  0.197
H  0.064  -1.491  1.580  0.357
H  0.922  -1.194  -1.507  0.204
H  2.075  -1.669  -0.152  0.311
H  2.187  0.749  0.377  0.272
H  1.833  1.189  -1.136  0.268
H  0.073  1.504  1.472  0.326
H  -1.763  1.736  -0.014  0.216

Cartesian forces (eV/Å) of the 6 atoms listed first:
-3.986 5.286 -2.219
3.542 -0.911 1.036
1.238 -1.489 -0.214
0.757 2.133 -3.375
-0.564 0.300 -1.527
-2.542 -1.316 -0.486

The calculation puts the energy above the lowest of the compared OMol25 structures with the same formula, charge and spin at 4.395 eV. The value obtained for the HOMO-LUMO gap is 9.958 eV. The calculation puts the max |F| at 0.1595 hartree/bohr. The HOMO energy comes out at -8.97 eV.